Density functional theory data (wB97M-V/def2-TZVPD) for a cluster of 2 separate species, C4H8F4N2O in total in a non-equilibrium geometry.

The HOMO-LUMO gap (alpha / beta) comes out at 8.19 / 9.35 eV. For the energy relative to the best compared isomer or geometry (same formula, charge and spin), the calculation gives 428.2 kJ/mol. Its HOMO energy (alpha / beta) is -10.2 / -9.8 eV. Its maximum force is 4.4 eV/Å.

CARTESIAN COORDINATES (ANGSTROEM)
C -0.515 -1.020 1.057
C -0.734 0.000 -0.017
C 1.648 2.002 -0.138
C 2.801 -0.226 -0.504
N 0.342 0.149 -1.059
N 1.517 0.782 -0.853
O 2.701 -0.404 0.696
F 0.983 2.037 1.076
F 3.891 0.401 -1.042
F 2.635 -1.214 -1.320
F 3.654 -1.258 1.844
H 0.405 -0.924 1.535
H -1.286 -0.957 1.845
H -0.648 -2.063 0.645
H -1.623 -0.192 -0.579
H -0.858 1.065 0.451
H 1.046 2.636 -0.812
H 2.634 2.136 0.102
H 0.471 -0.533 -1.757